Entry 1:
Formula: C3H5FeO3
Source: the Open Molecules 2025 dataset
Level of theory: the ωB97M-V functional and the def2-TZVPD basis

```
12
Properties=species:S:1:pos:R:3:forces:R:3:lowdin_charge:R:1
H 3.263 -0.343 -0.491 0.2 -0.8 0.4 0.115
O -0.181 0.960 -0.983 1.0 0.1 0.5 0.029
C 0.629 1.043 0.127 -2.6 0.8 -0.7 -0.465
C -1.361 0.261 -0.614 -0.5 0.1 0.0 -0.109
O 1.910 1.156 -0.061 1.7 -0.9 0.7 -0.142
O 0.324 -0.116 0.935 1.7 -0.6 0.8 -0.159
C -0.893 -0.707 0.477 -0.8 -0.8 -0.2 -0.107
H -1.750 -0.256 -1.499 0.2 0.2 0.2 0.146
H -2.118 0.964 -0.239 0.2 -0.2 -0.1 0.144
H -0.675 -1.709 0.086 -0.1 0.3 0.1 0.135
H -1.603 -0.773 1.310 0.3 0.0 -0.2 0.143
Fe 2.454 -0.479 0.953 -1.2 1.9 -1.5 1.271
```
Forces are in eV/Å.

Max |F| (eV Å⁻¹): 2.81
Spin multiplicity: 7
HOMO level (alpha / beta) (eV): -11.7 / -15.1
Gap between HOMO and LUMO (alpha / beta) (eV): 5.4 / 7.0
Charge: +1
Calculated total energy (a.u.): -1606.2298
Molar mass (g mol⁻¹): 144.91
<S²>: 12.012

---

Entry 2:
Formula: C43H43MnN3O2P2S2Te
Source: the Open Molecules 2025 dataset
Level of theory: the ωB97M-V functional and the def2-TZVPD basis

```
97
Properties=species:S:1:pos:R:3:forces:R:3:lowdin_charge:R:1
Mn 0.846 -0.325 2.150 1.8 2.2 1.2 0.276
C 3.474 1.241 3.150 -0.3 0.2 -0.2 -0.154
C 2.759 2.171 2.185 0.1 -0.3 0.1 -0.161
N 1.308 1.935 2.239 -0.2 -0.3 -0.2 -0.139
C 0.602 2.594 3.356 0.0 -0.1 0.1 -0.218
C 0.667 1.844 4.683 0.0 -0.2 -0.2 -0.359
S 0.429 0.043 4.448 -0.2 0.0 0.3 0.978
C 1.945 -0.671 5.182 -0.1 0.0 -0.2 -0.355
C 3.078 -0.953 4.176 -0.1 0.0 0.1 -0.217
N 2.962 -0.129 2.960 -0.3 -0.7 -0.3 -0.115
H 3.296 1.549 4.178 0.0 -0.1 0.0 0.112
H 4.552 1.285 2.984 0.0 0.0 0.1 0.143
H 3.080 1.946 1.166 0.0 0.1 0.0 0.127
H 3.010 3.212 2.403 0.0 0.0 0.0 0.137
H 0.929 2.353 1.391 0.0 -0.1 -0.1 0.012
H -0.446 2.689 3.066 0.0 0.0 -0.1 0.125
H 0.990 3.606 3.512 -0.1 0.0 0.0 0.136
H -0.136 2.180 5.336 0.0 0.1 0.0 0.093
H 1.605 1.990 5.210 0.0 0.0 0.0 0.076
H 1.631 -1.600 5.653 0.0 0.0 0.1 0.087
H 2.248 0.007 5.977 0.0 0.0 0.0 0.089
H 3.055 -2.001 3.877 0.0 0.0 0.0 0.123
H 4.036 -0.774 4.673 0.0 -0.1 0.0 0.134
H 3.525 -0.562 2.235 0.0 -0.1 0.0 0.090
Te 1.927 -0.985 -3.120 -0.6 -0.3 0.2 1.321
C 1.016 -2.790 -3.814 0.2 0.3 0.0 -0.535
C 1.794 -3.874 -4.190 0.1 0.0 0.0 -0.131
C 1.151 -5.004 -4.688 0.0 0.2 0.1 -0.131
N -0.166 -5.085 -4.811 -0.2 -0.4 -0.1 0.071
C -0.907 -4.048 -4.445 0.2 0.2 0.1 -0.136
C -0.362 -2.874 -3.940 -0.1 0.0 0.0 -0.128
C 0.524 -0.747 -1.518 0.4 1.2 0.2 -0.882
P 1.165 -1.225 0.080 -0.4 -0.9 -0.9 0.896
C 2.331 -2.593 -0.198 0.1 0.2 0.3 -0.403
C 3.655 -2.501 0.220 -0.1 0.0 0.0 -0.109
C 4.492 -3.603 0.131 0.1 0.1 0.1 -0.061
C 4.009 -4.796 -0.383 0.0 0.0 0.0 -0.048
C 2.700 -4.879 -0.842 0.0 0.0 0.0 -0.047
C 1.858 -3.786 -0.744 0.0 0.0 0.0 -0.095
C -0.157 -2.193 0.920 0.4 -0.4 0.0 -0.371
C 0.076 -2.386 2.284 -0.1 -0.2 -0.5 -0.195
C -0.816 -3.108 3.068 0.0 0.0 0.3 -0.040
C -1.939 -3.649 2.469 0.1 0.0 0.1 -0.036
C -2.169 -3.474 1.104 0.0 0.0 -0.1 -0.025
C -1.294 -2.733 0.330 -0.1 0.0 0.1 -0.065
P -0.538 0.637 -1.515 0.3 -0.9 -0.3 0.689
C -1.788 0.329 -0.211 0.2 0.3 -0.3 -0.322
C -1.402 0.416 1.130 -0.5 0.0 0.2 -0.156
C -2.317 0.153 2.141 0.1 0.1 0.1 -0.054
C -3.618 -0.215 1.837 -0.1 0.0 -0.1 -0.032
C -4.000 -0.327 0.511 0.0 0.0 0.1 -0.028
C -3.090 -0.057 -0.501 0.0 0.0 -0.1 -0.062
C -1.121 0.981 -3.197 0.0 0.1 0.3 -0.374
C -2.336 0.557 -3.730 0.0 -0.2 0.0 -0.085
C -2.633 0.813 -5.059 -0.1 0.0 0.0 -0.048
C -1.724 1.481 -5.865 0.0 0.0 0.0 -0.037
C -0.511 1.903 -5.340 0.0 0.0 0.0 -0.042
C -0.214 1.667 -4.008 -0.1 0.1 0.0 -0.153
H 2.873 -3.856 -4.097 0.0 0.0 0.0 0.100
H 1.717 -5.875 -4.997 0.0 0.0 0.0 0.114
H -1.979 -4.155 -4.572 0.0 0.0 0.0 0.110
H -1.001 -2.049 -3.657 0.0 0.0 0.0 0.075
H 4.040 -1.552 0.580 0.1 0.0 0.0 0.089
H 5.521 -3.530 0.458 0.0 0.0 0.0 0.114
H 4.652 -5.665 -0.424 0.0 0.0 -0.1 0.118
H 2.335 -5.802 -1.273 0.0 0.0 0.0 0.120
H 0.836 -3.857 -1.093 0.0 0.0 0.0 0.109
H 1.062 -2.041 2.670 0.1 -0.9 0.3 0.075
H -0.640 -3.267 4.124 0.0 0.0 0.0 0.121
H -2.629 -4.233 3.063 0.0 0.0 0.0 0.122
H -3.036 -3.935 0.648 0.0 0.0 0.0 0.125
H -1.464 -2.580 -0.729 0.0 0.0 0.0 0.112
H -0.388 0.747 1.397 -0.8 0.7 -0.5 0.022
H -2.018 0.241 3.178 0.0 0.0 0.0 0.086
H -4.330 -0.399 2.630 0.0 0.0 0.0 0.125
H -5.011 -0.616 0.255 0.0 0.0 0.0 0.126
H -3.427 -0.150 -1.522 0.0 0.0 0.2 0.085
H -3.055 0.017 -3.134 0.1 0.0 -0.3 0.081
H -3.583 0.486 -5.460 0.0 0.0 0.0 0.119
H -1.966 1.677 -6.901 0.0 0.0 0.0 0.121
H 0.205 2.422 -5.961 0.0 0.0 0.0 0.120
H 0.711 2.038 -3.595 0.1 0.0 0.0 0.066
O -3.511 8.078 -0.202 -0.1 0.2 0.0 0.149
C -3.816 6.889 -0.732 0.1 -0.2 -0.1 -0.475
O -4.922 6.653 -1.119 0.0 0.1 0.1 0.143
C -2.725 5.845 -0.806 -0.1 0.0 0.0 -0.109
C -1.383 6.069 -0.526 0.0 0.0 0.0 -0.008
C -0.468 5.030 -0.593 0.1 -0.1 0.0 -0.105
C -0.892 3.752 -0.938 0.0 -0.1 0.0 -0.513
S 0.374 2.477 -0.915 0.0 0.0 -0.1 0.812
C -2.225 3.529 -1.261 0.1 0.1 0.1 -0.068
C -3.129 4.572 -1.192 0.0 0.1 0.0 0.018
H -2.593 8.155 0.073 0.1 -0.1 0.0 0.097
H -1.008 7.054 -0.274 0.0 0.0 0.0 0.120
H 0.579 5.216 -0.385 0.0 0.0 0.0 0.107
H -2.577 2.564 -1.576 0.0 -0.2 0.0 0.080
H -4.170 4.420 -1.440 0.0 0.0 0.0 0.132
```
Forces are in eV/Å.

Max |F| (eV Å⁻¹): 3.04
Spin multiplicity: 2
HOMO level (alpha / beta) (eV): -12.3 / -12.3
Gap between HOMO and LUMO (alpha / beta) (eV): 6.7 / 6.9
Charge: +2
Calculated total energy (a.u.): -4876.6544
Molar mass (g mol⁻¹): 942.46
<S²>: 1.199

---

Question: Which of these has the highest charge?
Answer: C43H43MnN3O2P2S2Te

---

Question: calculated total energy of number 1 (C3H5FeO3)?
Answer: -1606.2298 a.u.

---

Question: What is the formula in the second record?
Answer: C43H43MnN3O2P2S2Te